Record 1
Here is 2 unconnected molecules or ions with the total composition H4N2O2Si from the Open Molecules 2025 dataset. Energies are from ωB97M-V with the def2-TZVPD basis set.

As for the energy above the lowest of the compared OMol25 structures with the same formula, charge and spin: 92.84 kcal/mol. As for the LUMO energy (spin up / spin down): -1.72 / -1.45 eV. As for the frontier orbital gap (spin up / spin down): 8.7928 / 7.8234 eV. As for the HOMO energy (spin up / spin down): -10.513 / -9.278 eV. Its electronic energy is -15011.640 eV. Its maximum force is 3.28 eV/A.

```
! RIJCOSX wB97M-V def2-TZVPD def2/J DEFGRID3
* xyz 0 1
N -1.90 0.85 -0.62
N 1.41 0.19 0.30
O 1.92 0.36 -0.80
O 1.88 0.63 1.33
Si -0.07 -0.88 0.53
H -1.35 1.69 -0.62
H -1.44 0.37 -1.39
H -0.38 -1.71 -0.57
H -0.09 -1.50 1.84
*
```

The net atomic charges from Mulliken, expressed in e, are:
1 N -0.61
2 N 0.83
3 O -0.52
4 O -0.52
5 Si 0.43
6 H 0.23
7 H 0.23
8 H -0.04
9 H -0.03

Record 2
Here is 2 unconnected molecules or ions with the total composition H4N2O3 from the Open Molecules 2025 dataset. Energies are from ωB97M-V with the def2-TZVPD basis set.

As for the energy above the lowest of the compared OMol25 structures with the same formula, charge and spin: 32.61 kcal/mol. As for the LUMO energy (spin up / spin down): -1.32 / -1.32 eV. As for the frontier orbital gap (spin up / spin down): 7.6967 / 7.6961 eV. As for the HOMO energy (spin up / spin down): -9.018 / -9.018 eV. Its electronic energy is -9179.691 eV. Its maximum force is 1.77 eV/A.

```
! RIJCOSX wB97M-V def2-TZVPD def2/J DEFGRID3
* xyz 0 1
N -0.04 1.28 0.66
N -0.68 -0.58 -0.75
O -0.85 0.99 -0.24
O 1.66 0.19 -0.14
O -1.05 -1.36 0.29
H -2.02 -1.36 0.34
H 2.02 0.79 -0.81
H 0.18 0.45 1.24
H 0.78 -0.40 -0.57
*
```

The net atomic charges from Mulliken, expressed in e, are:
1 N 0.02
2 N -0.39
3 O -0.07
4 O -0.76
5 O -0.31
6 H 0.35
7 H 0.33
8 H 0.31
9 H 0.52

Record 3
Here is 2 unconnected molecules or ions with the total composition H4N2O3P from the Open Molecules 2025 dataset. Energies are from ωB97M-V with the def2-TZVPD basis set.

As for the energy above the lowest of the compared OMol25 structures with the same formula, charge and spin: 46.01 kcal/mol. As for the LUMO energy: 4.08 eV. As for the frontier orbital gap: 7.5869 eV. As for the HOMO energy: -3.510 eV. Its electronic energy is -18476.936 eV. Its maximum force is 3.32 eV/A.

```
! RIJCOSX wB97M-V def2-TZVPD def2/J DEFGRID3
* xyz -1 1
N -1.45 -1.23 -0.04
N 1.25 1.55 -1.01
O -0.03 1.93 1.32
O -1.42 1.74 -0.86
O -0.05 -1.10 0.21
P -0.20 1.44 -0.08
H -1.99 -0.67 0.56
H -1.71 -0.60 -0.78
H 1.83 1.07 -0.35
H 1.05 0.82 -1.73
*
```

The net atomic charges from Mulliken, expressed in e, are:
1 N -0.60
2 N -0.65
3 O -0.63
4 O -0.62
5 O -0.56
6 P 0.89
7 H 0.26
8 H 0.29
9 H 0.30
10 H 0.32

Record 4
Here is H4N2S in the gas phase from the Open Molecules 2025 dataset. Energies are from ωB97M-V with the def2-TZVPD basis set.

As for the energy above the lowest of the compared OMol25 structures with the same formula, charge and spin: 110.81 kcal/mol. As for the LUMO energy: 0.70 eV. As for the frontier orbital gap: 6.9252 eV. As for the HOMO energy: -6.229 eV. Its electronic energy is -13873.794 eV. Its maximum force is 15.96 eV/A.

```
! RIJCOSX wB97M-V def2-TZVPD def2/J DEFGRID3
* xyz 0 1
S 1.31 -0.40 -0.08
N 0.33 0.37 0.97
N -0.25 -0.19 -0.54
H -0.09 1.17 0.49
H -0.39 -0.25 1.29
H -0.61 -1.11 -0.76
H -0.30 0.40 -1.36
*
```

The net atomic charges from Mulliken, expressed in e, are:
1 S 0.00
2 N -0.61
3 N -0.65
4 H 0.40
5 H 0.39
6 H 0.24
7 H 0.24

Record 5
Here is H4N2Si in the gas phase from the Open Molecules 2025 dataset. Energies are from ωB97M-V with the def2-TZVPD basis set.

As for the energy above the lowest of the compared OMol25 structures with the same formula, charge and spin: 88.53 kcal/mol. As for the LUMO energy: -0.16 eV. As for the frontier orbital gap: 8.7288 eV. As for the HOMO energy: -8.885 eV. Its electronic energy is -10918.281 eV. Its maximum force is 3.88 eV/A.

```
! RIJCOSX wB97M-V def2-TZVPD def2/J DEFGRID3
* xyz 0 1
N 0.31 0.46 1.13
N 0.85 -0.56 0.58
Si -0.31 -0.28 -0.72
H 0.89 1.08 1.66
H 0.93 -0.96 -1.26
H -1.74 -0.76 -0.28
H -0.92 1.02 -1.11
*
```

The net atomic charges from Mulliken, expressed in e, are:
1 N -0.22
2 N -0.20
3 Si 0.36
4 H 0.20
5 H -0.02
6 H -0.06
7 H -0.07

Record 6
Here is H4N2Si in the gas phase from the Open Molecules 2025 dataset. Energies are from ωB97M-V with the def2-TZVPD basis set.

As for the energy above the lowest of the compared OMol25 structures with the same formula, charge and spin: 82.34 kcal/mol. As for the LUMO energy (spin up / spin down): -1.26 / -2.15 eV. As for the frontier orbital gap (spin up / spin down): 8.5363 / 7.8755 eV. As for the HOMO energy (spin up / spin down): -9.800 / -10.022 eV. Its electronic energy is -10918.549 eV. Its maximum force is 3.67 eV/A.

```
! RIJCOSX wB97M-V def2-TZVPD def2/J DEFGRID3
* xyz 0 1
N -1.39 -0.59 -0.11
N 0.83 0.94 0.70
Si 0.25 -0.36 -0.28
H -1.79 -1.16 0.58
H 0.38 1.87 0.78
H 1.54 -1.31 -0.22
H 0.19 0.61 -1.45
*
```

The net atomic charges from Mulliken, expressed in e, are:
1 N -0.35
2 N -0.42
3 Si 0.40
4 H 0.26
5 H 0.27
6 H -0.08
7 H -0.07

Record 7
Here is 2 unconnected molecules or ions with the total composition H4N3P from the Open Molecules 2025 dataset. Energies are from ωB97M-V with the def2-TZVPD basis set.

As for the energy above the lowest of the compared OMol25 structures with the same formula, charge and spin: 114.87 kcal/mol. As for the LUMO energy (spin up / spin down): -0.49 / -0.27 eV. As for the frontier orbital gap (spin up / spin down): 8.1322 / 7.8694 eV. As for the HOMO energy (spin up / spin down): -8.619 / -8.138 eV. Its electronic energy is -13817.257 eV. Its maximum force is 3.15 eV/A.

```
! RIJCOSX wB97M-V def2-TZVPD def2/J DEFGRID3
* xyz 0 1
N 0.02 1.93 1.78
N -1.24 1.32 1.40
N -0.02 0.64 1.56
P 1.02 -0.57 1.32
H 1.64 1.87 0.08
H -1.59 1.32 0.42
H 2.23 0.04 1.72
H 1.66 1.31 -0.37
*
```

The net atomic charges from Mulliken, expressed in e, are:
1 N -0.36
2 N -0.30
3 N 0.46
4 P -0.08
5 H -0.02
6 H 0.23
7 H 0.08
8 H -0.01

Record 8
Here is 2 unconnected molecules or ions with the total composition H4N3P from the Open Molecules 2025 dataset. Energies are from ωB97M-V with the def2-TZVPD basis set.

As for the energy above the lowest of the compared OMol25 structures with the same formula, charge and spin: 9.49 kcal/mol. As for the LUMO energy: 0.56 eV. As for the frontier orbital gap: 8.7903 eV. As for the HOMO energy: -8.232 eV. Its electronic energy is -13821.826 eV. Its maximum force is 4.63 eV/A.

```
! RIJCOSX wB97M-V def2-TZVPD def2/J DEFGRID3
* xyz 0 1
N -1.60 1.76 -0.58
N -1.75 0.69 -0.29
N 1.27 0.02 0.11
P -1.89 -0.85 -0.02
H 0.99 -0.25 -0.80
H 2.16 0.44 0.19
H -0.74 -0.91 0.76
H 1.58 -0.90 0.63
*
```

The net atomic charges from Mulliken, expressed in e, are:
1 N -0.17
2 N 0.32
3 N -0.70
4 P -0.20
5 H 0.24
6 H 0.22
7 H 0.06
8 H 0.24

Record 9
Here is a molecular structure, H4N3P from the Open Molecules 2025 dataset. Energies are from ωB97M-V with the def2-TZVPD basis set.

As for the energy above the lowest of the compared OMol25 structures with the same formula, charge and spin: 53.20 kcal/mol. As for the LUMO energy: 0.32 eV. As for the frontier orbital gap: 9.0605 eV. As for the HOMO energy: -8.745 eV. Its electronic energy is -13819.931 eV. Its maximum force is 3.60 eV/A.

```
! RIJCOSX wB97M-V def2-TZVPD def2/J DEFGRID3
* xyz 0 1
N 0.49 0.09 0.76
N -0.42 -0.17 -0.01
N 2.03 -0.29 -0.12
P -2.08 0.07 0.12
H 2.50 -0.68 0.67
H 1.84 -1.00 -0.81
H -2.54 0.67 -1.21
H -1.82 1.31 0.60
*
```

The net atomic charges from Mulliken, expressed in e, are:
1 N -0.15
2 N 0.04
3 N -0.52
4 P -0.04
5 H 0.24
6 H 0.26
7 H 0.09
8 H 0.08

Record 10
Here is H4N3P in the gas phase from the Open Molecules 2025 dataset. Energies are from ωB97M-V with the def2-TZVPD basis set.

As for the energy above the lowest of the compared OMol25 structures with the same formula, charge and spin: 33.47 kcal/mol. As for the LUMO energy (spin up / spin down): 0.16 / 0.16 eV. As for the frontier orbital gap (spin up / spin down): 8.6037 / 8.6022 eV. As for the HOMO energy (spin up / spin down): -8.443 / -8.442 eV. Its electronic energy is -13820.786 eV. Its maximum force is 6.93 eV/A. As for the SMILES: N/N=N/P.

```
! RIJCOSX wB97M-V def2-TZVPD def2/J DEFGRID3
* xyz 0 1
N 1.90 -0.04 -0.21
N 0.72 0.55 -0.41
N -0.32 -0.28 0.09
P -1.94 0.28 -0.11
H 1.93 -1.02 -0.06
H 2.59 0.45 -0.76
H -2.26 1.03 1.03
H -2.63 -0.98 0.43
*
```

The net atomic charges from Mulliken, expressed in e, are:
1 N -0.27
2 N -0.07
3 N -0.26
4 P -0.06
5 H 0.28
6 H 0.26
7 H 0.05
8 H 0.07